No. 1
{"formula": "C7H15N3O2", "method": "ωB97M-V with the def2-TZVPD basis set", "e_homo_ev": -18.648, "total_charge": 2, "energy_ev": -16050.2951, "smiles": "CC(C)/[NH+]=C1\\NC(=O)CO[C@H]1[NH3+]", "lumo_energy_ev": -7.93, "elements": ["O", "O", "N", "N", "N", "C", "C", "C", "C", "C", "C", "C", "H", "H", "H", "H", "H", "H", "H", "H", "H", "H", "H", "H", "H", "H", "H"], "xyz": [[2.682, 0.890, 1.032], [2.836, -2.495, -0.240], [2.319, 1.754, -1.167], [-0.681, 0.488, -0.040], [1.085, -1.069, -0.130], [1.731, 1.322, 0.201], [2.456, -1.428, 0.103], [-2.727, -0.043, 1.140], [-1.948, -0.277, -0.153], [0.566, 0.144, -0.036], [3.287, -0.388, 0.812], [-1.810, -1.755, -0.463], [1.633, 2.205, -1.789], [-2.811, -2.142, -0.651], [3.525, -0.780, 1.811], [-0.894, 1.468, 0.138], [-1.426, -2.315, 0.389], [3.064, 2.450, -0.976], [-2.852, 1.015, 1.352], [4.250, -0.276, 0.296], [-1.239, -1.949, -1.368], [-3.717, -0.478, 1.045], [-2.475, 0.223, -0.974], [-2.232, -0.518, 1.984], [2.764, 0.975, -1.678], [1.267, 2.214, 0.636], [0.471, -1.871, -0.302]], "mulliken_charge": [-0.356, -0.415, -0.238, -0.176, -0.032, -0.544, 0.249, -1.380, 0.621, 0.744, -0.374, -1.872, 0.375, 0.455, 0.344, 0.327, 0.449, 0.389, 0.471, 0.367, 0.485, 0.401, 0.212, 0.370, 0.387, 0.497, 0.243]}

=====

No. 2
{"formula": "C6H14NO", "method": "ωB97M-V with the def2-TZVPD basis set", "e_homo_ev": [-9.965, -13.704], "total_charge": 1, "energy_ev": -9973.3592, "s_squared": 2.009, "lumo_energy_ev": [-3.28, -7.97], "spin_multiplicity": 3, "elements": ["O", "N", "C", "C", "C", "C", "C", "C", "H", "H", "H", "H", "H", "H", "H", "H", "H", "H", "H", "H", "H", "H"], "xyz": [[0.061, -0.972, 0.357], [-1.932, -0.094, -0.493], [-2.353, 0.258, 0.842], [0.869, -0.077, 0.786], [2.708, 1.578, 0.022], [3.324, 0.223, 0.036], [-2.493, -1.384, -0.917], [1.791, 0.373, -0.155], [3.651, 0.046, 1.104], [3.000, 2.220, -0.787], [1.396, -0.011, -1.216], [-1.955, -2.257, -0.584], [-1.856, 1.193, 1.223], [-1.954, -0.582, 1.407], [0.785, 0.343, 1.740], [3.987, 0.016, -0.775], [-2.489, -1.460, -1.981], [2.647, 2.151, 0.892], [-3.443, 0.216, 0.872], [-3.545, -1.410, -0.682], [-2.084, 0.763, -1.109], [-0.116, -1.133, -0.583]], "mulliken_charge": [-0.478, -0.070, -0.850, -0.562, -0.670, -0.600, -0.720, 0.298, 0.263, 0.255, 0.113, 0.297, 0.357, 0.386, 0.565, 0.312, 0.416, 0.281, 0.376, 0.352, 0.361, 0.316]}

=====

No. 3
{"formula": "C32H34ClOPRe", "method": "ωB97M-V with the def2-TZVPD basis set", "e_homo_ev": [-11.989, -12.979], "total_charge": 2, "energy_ev": -59707.2234, "s_squared": 3.767, "lumo_energy_ev": [-8.22, -8.22], "spin_multiplicity": 4, "elements": ["Re", "Cl", "P", "O", "C", "C", "C", "C", "C", "C", "C", "C", "C", "C", "C", "C", "C", "C", "C", "C", "C", "C", "C", "C", "C", "C", "C", "C", "C", "C", "C", "C", "C", "C", "C", "C", "H", "H", "H", "H", "H", "H", "H", "H", "H", "H", "H", "H", "H", "H", "H", "H", "H", "H", "H", "H", "H", "H", "H", "H", "H", "H", "H", "H", "H", "H", "H", "H", "H", "H"], "xyz": [[-0.238, -0.376, -2.242], [0.261, 1.377, -3.650], [0.193, 0.735, 3.033], [0.114, 1.518, 1.750], [-1.041, -0.618, 3.048], [0.919, -2.095, -2.939], [-1.677, 1.264, -1.258], [-2.124, -1.029, -1.274], [0.112, 0.703, -7.650], [-0.478, 3.357, 6.767], [-0.061, 3.116, 4.389], [1.465, 1.174, -7.271], [-1.508, 0.041, -0.516], [-2.339, -0.374, 3.530], [-3.303, -1.376, 3.416], [2.748, 0.018, 2.190], [1.815, -0.072, 3.234], [2.124, -0.787, 4.403], [-1.725, -2.803, 2.269], [1.745, -0.510, -1.440], [-0.245, 3.927, 5.514], [-0.386, 1.143, 5.780], [1.794, -0.959, -2.801], [0.352, -2.385, -1.642], [-3.012, -2.577, 2.766], [3.968, -0.646, 2.298], [-0.549, 1.970, 6.893], [4.270, -1.374, 3.454], [0.866, -1.399, -0.718], [-0.164, -0.743, -7.675], [-0.723, -1.855, 2.461], [-2.634, -0.453, -2.488], [3.353, -1.441, 4.498], [-1.013, 1.661, -7.559], [-2.408, 0.949, -2.449], [-0.120, 1.721, 4.531], [3.589, -1.992, 5.410], [2.443, -0.571, -3.591], [-0.460, 0.055, 5.885], [-0.739, 1.545, 7.869], [-4.291, -1.205, 3.836], [-1.400, 2.248, -0.885], [-3.240, -0.947, -3.249], [-3.782, -3.339, 2.650], [1.397, 2.053, -6.600], [-1.480, -3.723, 1.743], [4.677, -0.616, 1.473], [-2.807, 1.647, -3.172], [1.391, -0.843, 5.214], [0.758, -1.427, 0.360], [-1.292, 2.149, -8.504], [2.500, 0.624, 1.308], [2.323, 0.301, -1.001], [5.229, -1.885, 3.530], [0.788, -2.703, -3.827], [-2.572, 0.583, 4.005], [0.314, -2.088, 2.184], [-1.181, -0.013, 0.526], [-2.315, -2.025, -0.865], [-1.174, -0.935, -7.266], [0.616, -1.290, -7.113], [2.086, 1.507, -8.116], [-0.194, 5.010, 5.391], [-0.758, 2.488, -6.869], [-0.173, -1.182, -8.680], [-0.219, -3.251, -1.360], [-0.611, 3.976, 7.656], [2.035, 0.364, -6.778], [-1.924, 1.137, -7.217], [0.116, 3.547, 3.399]], "mulliken_charge": [1.307, -0.431, 1.952, -0.804, 0.072, -0.710, -0.732, -0.701, 1.244, -0.491, -0.616, -1.090, -0.104, -0.628, -0.720, -0.295, 0.130, -0.178, -0.655, -0.497, -0.601, -0.196, -0.263, -0.728, -0.580, -0.689, -0.829, -0.561, 0.343, -1.129, -0.282, -0.629, -0.641, -1.117, -0.484, 0.403, 0.423, 0.516, 0.314, 0.412, 0.450, 0.529, 0.519, 0.433, 0.347, 0.513, 0.413, 0.543, 0.148, -0.110, 0.359, 0.699, 0.406, 0.392, 0.511, 0.530, 0.497, 0.359, 0.662, 0.364, 0.312, 0.364, 0.401, 0.337, 0.353, 0.523, 0.400, 0.293, 0.354, 0.367]}

=====

No. 4
{"formula": "C4H10N2O2", "method": "ωB97M-V with the def2-TZVPD basis set", "e_homo_ev": -9.325, "energy_ev": -11385.2019, "smiles": "C[C@@H](O)CNC(N)=O", "lumo_energy_ev": 0.65, "elements": ["O", "O", "N", "N", "C", "C", "C", "C", "H", "H", "H", "H", "H", "H", "H", "H", "H", "H"], "xyz": [[-0.102, -2.786, -0.186], [1.888, 0.232, 1.354], [-0.604, -0.573, -0.322], [-2.308, -2.063, -0.270], [0.675, -0.051, -0.834], [0.648, 2.181, 0.522], [1.388, 0.884, 0.229], [-0.930, -1.904, -0.243], [0.312, 0.529, -1.703], [1.282, -0.310, 1.868], [0.507, 2.815, -0.358], [-3.005, -1.416, 0.030], [-0.451, 2.016, 0.690], [1.371, -0.843, -1.098], [-1.293, 0.160, -0.150], [2.351, 1.162, -0.304], [-2.595, -3.005, -0.476], [0.864, 2.974, 1.251]], "mulliken_charge": [-0.591, -0.529, -0.158, -0.400, -0.774, -1.321, 0.464, 0.510, 0.361, 0.311, 0.375, 0.178, 0.232, 0.310, 0.220, 0.220, 0.219, 0.372]}

=====

No. 5
{"formula": "N3Ni3O14PV", "method": "ωB97M-V with the def2-TZVPD basis set", "e_homo_ev": [-16.445, -15.534], "total_charge": 2, "energy_ev": -191207.6780, "s_squared": 15.808, "lumo_energy_ev": [-9.38, -10.61], "spin_multiplicity": 8, "elements": ["Ni", "Ni", "Ni", "V", "P", "O", "O", "O", "O", "O", "O", "O", "O", "O", "O", "O", "O", "O", "O", "N", "N", "N"], "xyz": [[17.762, -21.232, -21.573], [18.456, -17.730, -21.955], [17.681, -18.017, -17.882], [23.564, -18.579, -20.100], [16.363, -19.403, -20.328], [23.621, -16.533, -21.071], [21.216, -18.342, -25.355], [19.477, -18.324, -24.045], [21.371, -18.374, -19.679], [23.584, -14.778, -19.822], [19.423, -18.973, -19.011], [21.389, -18.152, -23.221], [16.340, -18.372, -19.266], [14.885, -19.502, -20.885], [23.599, -16.711, -18.901], [19.979, -19.459, -21.051], [16.712, -20.856, -19.903], [23.874, -19.323, -18.790], [17.460, -19.267, -21.394], [20.718, -18.276, -24.272], [20.264, -18.950, -19.920], [23.589, -15.980, -19.951]], "mulliken_charge": [0.965, 0.803, 0.738, 1.322, 1.354, -0.670, -0.441, -0.457, -0.567, -0.489, -0.498, -0.449, -0.561, -0.246, -0.568, -0.551, -0.671, -0.354, -0.381, 1.128, 1.078, 1.517]}

=====

No. 6
{"formula": "C43H39BN2O6", "method": "ωB97M-V with the def2-TZVPD basis set", "e_homo_ev": -7.380, "energy_ev": -61167.3373, "smiles": "c1ccc(N(c2ccccc2)c2ccc(Cc3ccc(N(c4ccccc4)c4ccccc4)cc3)cc2)cc1.CC(=O)OB(OC(C)=O)OC(C)=O", "lumo_energy_ev": -0.56, "elements": ["O", "O", "O", "O", "O", "O", "N", "N", "C", "C", "C", "C", "C", "C", "C", "C", "C", "C", "C", "C", "C", "C", "C", "C", "C", "C", "C", "C", "C", "C", "C", "C", "C", "C", "C", "C", "C", "C", "C", "C", "C", "C", "C", "C", "C", "C", "C", "C", "C", "C", "C", "B", "H", "H", "H", "H", "H", "H", "H", "H", "H", "H", "H", "H", "H", "H", "H", "H", "H", "H", "H", "H", "H", "H", "H", "H", "H", "H", "H", "H", "H", "H", "H", "H", "H", "H", "H", "H", "H", "H", "H"], "xyz": [[0.660, -1.014, 2.632], [-1.112, -3.465, 5.412], [-1.498, -1.557, 3.066], [-2.037, 0.276, 4.291], [0.205, -3.113, 3.607], [2.657, -1.327, 3.669], [4.901, -2.043, 9.103], [-4.995, -1.933, 9.454], [-5.598, -0.232, 11.099], [-3.428, -0.458, 2.426], [-1.535, -2.258, 8.154], [6.303, -0.160, 9.736], [-0.440, -3.869, 4.539], [-6.217, -5.413, 9.260], [-6.496, 0.748, 11.547], [-7.841, 0.440, 9.553], [6.494, -5.843, 8.279], [1.118, -1.120, 7.374], [6.415, -3.466, 7.814], [-1.407, -1.165, 7.313], [-0.158, -5.341, 4.279], [-5.340, -3.250, 9.853], [6.028, -0.880, 12.437], [1.301, -1.157, 8.772], [4.969, -4.431, 9.524], [2.625, -0.484, 1.441], [3.472, -1.669, 7.170], [5.388, -1.638, 11.452], [-3.664, -0.501, 8.001], [6.828, 0.214, 12.067], [-2.255, -0.495, 3.378], [6.937, -4.734, 7.554], [6.975, 0.555, 10.726], [2.267, -1.320, 6.606], [-5.546, -4.943, 11.550], [5.434, -3.328, 8.807], [-6.961, -0.551, 9.104], [-5.227, -3.626, 11.189], [-2.494, -0.260, 7.263], [-2.734, -2.571, 8.796], [-6.043, -5.829, 10.580], [-5.840, -0.868, 9.879], [5.517, -5.688, 9.275], [3.661, -1.678, 8.540], [5.525, -1.273, 10.120], [-0.146, -0.919, 6.534], [-5.831, -4.128, 8.872], [-3.841, -1.694, 8.704], [1.997, -0.994, 2.713], [2.543, -1.369, 9.351], [-7.606, 1.091, 10.766], [-0.158, -1.703, 3.620], [-6.309, 1.243, 12.502], [0.461, -1.028, 9.477], [-0.032, -1.160, 5.400], [0.701, -5.526, 3.638], [7.701, -4.850, 6.774], [-1.046, -5.816, 3.861], [-7.123, -1.082, 8.164], [-6.313, -6.852, 10.878], [-0.006, -5.838, 5.231], [2.711, -1.387, 10.428], [4.782, -2.522, 11.693], [7.335, 0.791, 12.854], [-5.398, -5.257, 12.584], [-6.638, -6.090, 8.507], [7.620, 1.397, 10.434], [3.268, -1.250, 1.011], [3.320, 0.333, 1.644], [4.328, -1.937, 6.547], [-8.708, 0.699, 8.936], [-0.155, 0.159, 6.046], [-4.721, -0.516, 11.687], [-3.886, -1.440, 2.264], [6.393, 0.087, 8.677], [2.186, -1.251, 5.545], [-2.463, 0.594, 6.629], [4.204, -4.268, 10.292], [1.905, -0.150, 0.698], [-3.143, -0.047, 1.452], [6.910, -6.841, 8.083], [5.893, -1.158, 13.480], [5.170, -6.540, 9.862], [-4.506, 0.188, 7.966], [-5.923, -3.774, 7.841], [-4.190, 0.207, 2.803], [-4.859, -2.895, 11.918], [-2.863, -3.496, 9.349], [6.753, -2.578, 7.275], [-0.722, -2.962, 8.293], [-8.306, 1.864, 11.121]], "mulliken_charge": [-0.535, -0.476, -0.469, -0.561, -0.536, -0.638, 1.057, 0.898, 0.034, -1.262, -0.755, -0.258, 0.652, -0.741, -0.808, -0.723, -0.365, 0.295, 0.034, 1.196, -1.292, -0.511, -0.797, -0.104, -0.068, -1.227, -1.099, 0.170, -1.016, -0.348, 0.804, -0.774, -0.668, -0.651, -0.681, -0.369, 0.177, -0.010, -1.034, -0.674, -0.397, -0.969, -0.776, 0.362, -0.209, 0.362, 0.169, 1.226, 0.797, -0.880, -0.365, 1.493, 0.369, 0.441, -1.256, 0.349, 0.341, 0.308, 0.406, 0.350, 0.353, 0.443, 0.222, 0.350, 0.384, 0.357, 0.340, 0.311, 0.320, 0.346, 0.356, 0.412, 0.436, 0.310, 0.406, 0.706, 0.636, 0.367, 0.328, 0.301, 0.357, 0.367, 0.356, 0.465, 0.416, 0.387, 0.255, 0.431, 0.383, 0.552, 0.359]}

=====

No. 7
{"formula": "C4H12Cl2N2Si2", "method": "ωB97M-V with the def2-TZVPD basis set", "e_homo_ev": -8.720, "energy_ev": -48125.8758, "lumo_energy_ev": 0.14, "elements": ["Cl", "Cl", "Si", "Si", "N", "N", "C", "C", "C", "C", "H", "H", "H", "H", "H", "H", "H", "H", "H", "H", "H", "H"], "xyz": [[-2.044, 4.781, -1.193], [-1.154, 0.382, -3.781], [-2.690, 3.020, -0.605], [-1.774, 0.734, -1.863], [-3.102, 1.916, -1.738], [-0.803, 1.708, -0.932], [0.601, 0.173, 0.363], [0.442, 1.536, -0.248], [1.250, -0.924, -0.560], [1.261, -2.409, -0.029], [1.341, 1.801, -0.867], [1.830, -2.484, 0.993], [-3.420, 3.255, 0.693], [-4.015, 1.708, -2.081], [1.195, 0.097, 1.191], [0.827, -1.075, -1.569], [-2.481, -0.452, -1.343], [0.254, -2.671, 0.174], [2.249, -0.575, -0.769], [-0.355, -0.163, 0.711], [1.674, -2.890, -0.873], [0.590, 2.103, 0.616]], "mulliken_charge": [-0.164, -0.272, 0.365, 0.219, -0.059, -0.049, -0.986, -0.544, -0.225, -1.211, 0.225, 0.263, -0.072, 0.220, 0.577, 0.181, -0.124, 0.320, 0.326, 0.355, 0.397, 0.258]}

=====

No. 8
{"formula": "C8H16N3O2S", "method": "ωB97M-V with the def2-TZVPD basis set", "e_homo_ev": -12.423, "total_charge": 1, "energy_ev": -27947.7767, "smiles": "CC(C)S(=O)(=O)[C@H]1NC(=[NH2+])C=CN1C", "lumo_energy_ev": -3.86, "elements": ["S", "O", "O", "N", "N", "N", "C", "C", "C", "C", "C", "C", "C", "C", "H", "H", "H", "H", "H", "H", "H", "H", "H", "H", "H", "H", "H", "H", "H", "H"], "xyz": [[0.291, 0.871, 0.402], [1.536, 0.563, 1.152], [-0.840, 1.110, 1.193], [1.295, -1.549, -0.164], [-1.191, -1.385, -0.254], [2.214, -3.125, 1.190], [0.076, -0.811, -0.599], [-0.653, 2.577, -1.408], [-2.373, -0.857, -0.839], [-0.134, -2.888, 1.210], [0.934, 3.511, 0.451], [1.115, -2.608, 0.746], [-1.267, -2.347, 0.650], [0.663, 2.342, -0.557], [-2.286, 0.123, -1.210], [2.132, -4.121, 1.546], [2.045, -0.920, 0.046], [3.136, -2.691, 0.858], [-2.795, -1.629, -1.485], [0.962, 4.458, -0.205], [-1.522, 2.893, -0.841], [-2.207, -2.577, 1.012], [-3.039, -0.812, 0.030], [0.140, 3.456, 1.182], [-0.487, 3.386, -2.096], [1.991, 3.285, 0.904], [-0.356, -3.421, 2.124], [-0.026, -0.573, -1.737], [-0.830, 1.654, -2.116], [1.477, 2.084, -1.186]], "mulliken_charge": [1.443, -0.807, -0.672, -0.394, 0.087, -0.374, -0.488, -1.222, -1.043, -0.982, -1.110, 0.598, 0.120, -0.012, 0.335, 0.324, 0.422, 0.272, 0.366, 0.367, 0.331, 0.458, 0.371, 0.379, 0.478, 0.300, 0.359, 0.427, 0.228, 0.441]}